#i
One molecule with the formula C3H5ClFN. Source: the OMol25 dataset; level of theory: ωB97M-V/def2-TZVPD.

total charge = 0
spin multiplicity = 1
orbital gap = 10.453 eV

Last column: Mulliken charge in e.
Element x y z (Å)
N: 1.226 1.137 -0.088  -0.630
C: 0.082 0.474 0.520  -0.218
C: -0.046 -1.006 0.410  -0.037
F: 1.038 -1.609 -0.213  -0.310
C: -0.918 -0.180 -0.428  -0.120
Cl: -2.620 -0.168 -0.042  -0.202
H: 1.865 0.426 -0.430  0.276
H: 0.894 1.822 -0.832  0.258
H: -0.328 0.978 1.421  0.321
H: -0.450 -1.622 1.216  0.330
H: -0.742 -0.253 -1.535  0.330

=====

#ii
One molecule with the formula C3H5ClFN. Source: the OMol25 dataset; level of theory: ωB97M-V/def2-TZVPD.

total charge = 0
spin multiplicity = 1
orbital gap = 11.088 eV

Last column: Mulliken charge in e.
Element x y z (Å)
F: 0.065 -0.033 -2.369  -0.235
C: 0.502 0.230 -1.118  0.094
Cl: 1.141 1.930 -1.193  -0.198
C: -0.563 0.170 -0.066  -0.057
C: -0.132 -0.074 1.300  -0.383
N: -0.883 -1.100 0.597  -0.582
H: 1.354 -0.406 -0.825  0.261
H: -1.370 0.887 -0.212  0.359
H: 0.927 -0.187 1.564  0.235
H: -0.743 0.437 2.080  0.232
H: -0.298 -1.855 0.242  0.274

=====

Which one is most stable, and which one is least stable? #ii is the most stable of them, while #i is the least stable.